ORCA calculation (ωB97M-V/def2-TZVPD) on a cluster of 12 separate species, C85H190F9N9O14 in total in a non-equilibrium geometry.

## Properties
* total charge: +6
* LUMO energy: -10.10 eV
* multiplicity: 1
* orbital gap: 4.7 eV

Bonds (Å) are listed after each position.
Atoms and positions in Å:
1 C -1.07 8.12 -4.06  C2 1.544, H10 1.090, H11 1.090, H12 1.090
2 C -0.16 7.78 -2.87  C1 1.544, C3 1.563, H13 1.090, H14 1.090
3 C 1.07 6.89 -3.25  C2 1.563, N4 1.615, H15 1.090, H16 1.090
4 N 2.12 6.64 -2.05  C3 1.615, C5 1.571, C6 1.538, C9 1.564
5 C 2.78 8.02 -1.67  N4 1.571, H17 1.090, H18 1.090, H19 1.090
6 C 1.34 5.96 -0.92  N4 1.538, C7 1.483, H20 1.090, H21 1.090
7 C 2.39 5.14 -0.26  C6 1.483, C8 1.538, H22 1.090, H23 1.090
8 C 3.25 4.65 -1.44  C7 1.538, C9 1.501, H24 1.090, H25 1.090
9 C 3.28 5.69 -2.51  N4 1.564, C8 1.501, H26 1.090, H27 1.090
10 H -1.39 7.20 -4.55  C1 1.090
11 H -0.68 8.78 -4.84  C1 1.090
12 H -2.06 8.47 -3.76  C1 1.090
13 H -0.77 7.26 -2.13  C2 1.090
14 H 0.19 8.65 -2.32  C2 1.090
15 H 1.67 7.20 -4.11  C3 1.090
16 H 0.79 5.90 -3.62  C3 1.090
17 H 3.67 7.92 -1.05  C5 1.090
18 H 2.08 8.50 -0.98  C5 1.090
19 H 2.91 8.56 -2.60  C5 1.090
20 H 0.94 6.67 -0.20  C6 1.090
21 H 0.51 5.47 -1.42  C6 1.090
22 H 2.93 5.81 0.40  C7 1.090
23 H 2.05 4.28 0.32  C7 1.090
24 H 4.26 4.43 -1.10  C8 1.090
25 H 2.85 3.72 -1.86  C8 1.090
26 H 4.17 6.33 -2.50  C9 1.090
27 H 3.14 5.35 -3.54  C9 1.090
28 C 0.82 -2.38 -2.85  C29 1.450, H37 1.090, H38 1.090, H39 1.090
29 C 0.45 -1.92 -1.52  C28 1.450, C30 1.542, H40 1.090, H41 1.090
30 C 0.24 -0.41 -1.29  C29 1.542, N31 1.547, H42 1.090, H43 1.090
31 N -0.07 -0.10 0.19  C30 1.547, C32 1.537, C33 1.557, C36 1.604
32 C -1.40 -0.68 0.70  N31 1.537, H44 1.090, H45 1.090, H46 1.090
33 C -0.02 1.45 0.36  N31 1.557, C34 1.536, H47 1.090, H48 1.090
34 C 1.04 1.89 1.37  C33 1.536, C35 1.505, H49 1.090, H50 1.090
35 C 1.40 0.62 2.10  C34 1.505, C36 1.489, H51 1.090, H52 1.090
36 C 1.14 -0.51 1.16  N31 1.604, C35 1.489, H53 1.090, H54 1.090
37 H 1.86 -2.09 -3.01  C28 1.090
38 H 0.28 -1.86 -3.64  C28 1.090
39 H 0.69 -3.44 -3.06  C28 1.090
40 H 1.09 -2.44 -0.81  C29 1.090
41 H -0.51 -2.35 -1.23  C29 1.090
42 H -0.63 0.01 -1.79  C30 1.090
43 H 1.10 0.19 -1.58  C30 1.090
44 H -1.45 -1.74 0.45  C32 1.090
45 H -2.21 -0.11 0.26  C32 1.090
46 H -1.46 -0.50 1.77  C32 1.090
47 H -0.95 1.75 0.83  C33 1.090
48 H 0.09 1.91 -0.63  C33 1.090
49 H 0.72 2.58 2.15  C34 1.090
50 H 1.79 2.46 0.82  C34 1.090
51 H 0.86 0.43 3.03  C35 1.090
52 H 2.45 0.67 2.38  C35 1.090
53 H 1.02 -1.48 1.64  C36 1.090
54 H 2.04 -0.52 0.54  C36 1.090
55 C 0.37 -5.84 4.64  C56 1.573, H67 1.090, H68 1.090, H69 1.090
56 C -0.05 -4.42 4.11  C55 1.573, C57 1.513, H70 1.090, H71 1.090
57 C -0.25 -3.56 5.34  C56 1.513, C58 1.542, H72 1.090, H73 1.090
58 C 1.02 -3.17 6.12  C57 1.542, N59 1.572, H74 1.090, H75 1.090
59 N 0.63 -2.45 7.46  C58 1.572, C60 1.575, C63 1.522, C64 1.563
60 C 1.96 -1.97 8.15  N59 1.575, C61 1.500, H76 1.090, H77 1.090
61 C 1.90 -2.27 9.62  C60 1.500, C62 1.497, H78 1.090, H79 1.090
62 C 0.53 -2.84 9.80  C61 1.497, C63 1.498, H80 1.090, H81 1.090
63 C 0.11 -3.44 8.49  N59 1.522, C62 1.498, H82 1.090, H83 1.090
64 C -0.41 -1.30 7.25  N59 1.563, C65 1.570, H84 1.090, H85 1.090
65 C 0.07 -0.14 6.31  C64 1.570, C66 1.550, H86 1.090, H87 1.090
66 C -0.89 1.07 6.26  C65 1.550, H88 1.090, H89 1.090, H90 1.090
67 H 1.41 -5.87 4.95  C55 1.090
68 H 0.30 -6.61 3.86  C55 1.090
69 H -0.23 -6.33 5.41  C55 1.090
70 H -0.95 -4.53 3.50  C56 1.090
71 H 0.76 -4.13 3.45  C56 1.090
72 H -1.09 -3.93 5.93  C57 1.090
73 H -0.61 -2.62 4.93  C57 1.090
74 H 1.57 -2.50 5.46  C58 1.090
75 H 1.48 -4.11 6.41  C58 1.090
76 H 2.25 -0.96 7.85  C60 1.090
77 H 2.75 -2.53 7.65  C60 1.090
78 H 2.09 -1.39 10.23  C61 1.090
79 H 2.67 -2.98 9.92  C61 1.090
80 H -0.25 -2.19 10.21  C62 1.090
81 H 0.69 -3.58 10.58  C62 1.090
82 H -0.97 -3.50 8.40  C63 1.090
83 H 0.53 -4.45 8.43  C63 1.090
84 H -0.72 -1.03 8.27  C64 1.090
85 H -1.25 -1.82 6.79  C64 1.090
86 H 0.00 -0.49 5.28  C65 1.090
87 H 1.06 0.21 6.60  C65 1.090
88 H -0.70 1.66 5.37  C66 1.090
89 H -0.77 1.77 7.09  C66 1.090
90 H -1.94 0.76 6.34  C66 1.090
91 C -4.38 -2.22 -7.67  C92 1.525, H103 1.090, H104 1.090, H105 1.090
92 C -3.91 -2.71 -6.30  C91 1.525, C93 1.510, H106 1.090, H107 1.090
93 C -4.00 -4.22 -6.28  C92 1.510, C94 1.562, H108 1.090, H109 1.090
94 C -3.42 -4.66 -4.90  C93 1.562, N95 1.523, H110 1.090, H111 1.090
95 N -3.44 -6.17 -4.67  C94 1.523, C96 1.551, C99 1.598, C100 1.592
96 C -2.58 -6.95 -5.69  N95 1.551, C97 1.483, H112 1.090, H113 1.090
97 C -3.48 -7.93 -6.36  C96 1.483, C98 1.519, H114 1.090, H115 1.090
98 C -4.89 -7.36 -6.27  C97 1.519, C99 1.528, H116 1.090, H117 1.090
99 C -4.91 -6.77 -4.86  N95 1.598, C98 1.528, H118 1.090, H119 1.090
100 C -3.00 -6.60 -3.20  N95 1.592, C101 1.612, H120 1.090, H121 1.090
101 C -1.62 -5.99 -2.63  C100 1.612, C102 1.522, H122 1.090, H123 1.090
102 C -1.39 -6.37 -1.18  C101 1.522, H124 1.090, H125 1.090, H126 1.090
103 H -4.76 -1.20 -7.58  C91 1.090
104 H -5.16 -2.81 -8.15  C91 1.090
105 H -3.55 -2.23 -8.37  C91 1.090
106 H -4.44 -2.18 -5.51  C92 1.090
107 H -2.86 -2.45 -6.17  C92 1.090
108 H -3.49 -4.66 -7.14  C93 1.090
109 H -5.05 -4.50 -6.36  C93 1.090
110 H -4.03 -4.32 -4.07  C94 1.090
111 H -2.38 -4.39 -4.75  C94 1.090
112 H -1.75 -7.43 -5.18  C96 1.090
113 H -2.24 -6.31 -6.51  C96 1.090
114 H -3.40 -8.87 -5.83  C97 1.090
115 H -3.18 -8.11 -7.39  C97 1.090
116 H -5.65 -8.12 -6.45  C98 1.090
117 H -4.96 -6.58 -7.03  C98 1.090
118 H -5.13 -7.57 -4.15  C99 1.090
119 H -5.70 -6.04 -4.72  C99 1.090
120 H -2.96 -7.69 -3.25  C100 1.090
121 H -3.88 -6.18 -2.71  C100 1.090
122 H -1.64 -4.90 -2.77  C101 1.090
123 H -0.76 -6.24 -3.24  C101 1.090
124 H -0.79 -7.26 -1.04  C102 1.090
125 H -2.29 -6.42 -0.56  C102 1.090
126 H -0.75 -5.66 -0.65  C102 1.090
127 C -4.31 -2.05 4.48  C128 1.543, H139 1.090, H140 1.090, H141 1.090
128 C -3.89 -1.93 3.01  C127 1.543, C129 1.501, H142 1.090, H143 1.090
129 C -4.87 -1.14 2.18  C128 1.501, C130 1.588, H144 1.090, H145 1.090
130 C -4.83 0.44 2.36  C129 1.588, N131 1.625, H146 1.090, H147 1.090
131 N -5.83 1.24 1.37  C130 1.625, C132 1.569, C135 1.537, C136 1.558
132 C -7.30 0.78 1.67  N131 1.569, C133 1.530, H148 1.090, H149 1.090
133 C -7.62 -0.25 0.58  C132 1.530, C134 1.522, H150 1.090, H151 1.090
134 C -6.69 0.15 -0.55  C133 1.522, C135 1.513, H152 1.090, H153 1.090
135 C -5.50 0.97 -0.11  N131 1.537, C134 1.513, H154 1.090, H155 1.090
136 C -5.68 2.77 1.63  N131 1.558, C137 1.572, H156 1.090, H157 1.090
137 C -5.81 3.16 3.14  C136 1.572, C138 1.568, H158 1.090, H159 1.090
138 C -5.87 4.70 3.45  C137 1.568, H160 1.090, H161 1.090, H162 1.090
139 H -4.53 -1.13 5.03  C127 1.090
140 H -3.49 -2.38 5.12  C127 1.090
141 H -5.13 -2.76 4.53  C127 1.090
142 H -3.77 -2.96 2.68  C128 1.090
143 H -2.91 -1.45 2.99  C128 1.090
144 H -5.90 -1.39 2.41  C129 1.090
145 H -4.83 -1.38 1.12  C129 1.090
146 H -3.86 0.93 2.30  C130 1.090
147 H -5.30 0.46 3.35  C130 1.090
148 H -7.98 1.62 1.55  C132 1.090
149 H -7.36 0.36 2.67  C132 1.090
150 H -8.65 -0.26 0.24  C133 1.090
151 H -7.45 -1.30 0.84  C133 1.090
152 H -7.20 0.82 -1.25  C134 1.090
153 H -6.36 -0.77 -1.03  C134 1.090
154 H -5.47 1.88 -0.71  C135 1.090
155 H -4.57 0.41 -0.13  C135 1.090
156 H -6.38 3.32 1.00  C136 1.090
157 H -4.64 2.84 1.30  C136 1.090
158 H -4.97 2.81 3.74  C137 1.090
159 H -6.70 2.68 3.56  C137 1.090
160 H -5.08 5.25 2.93  C138 1.090
161 H -5.65 4.81 4.51  C138 1.090
162 H -6.86 5.13 3.38  C138 1.090
163 C -2.76 3.91 5.07  O164 1.477, H174 1.090, H175 1.090, H176 1.090
164 O -2.75 4.67 3.80  C163 1.477, C165 1.458
165 C -1.62 4.24 2.98  O164 1.458, C166 1.518, H177 1.090, H178 1.090
166 C -1.51 5.22 1.82  C165 1.518, N167 1.529, H179 1.090, H180 1.090
167 N -2.88 5.36 1.14  C166 1.529, H168 1.010, H169 1.010, C170 1.543
168 H -3.04 4.46 0.71  N167 1.010
169 H -3.72 5.44 1.70  N167 1.010
170 C -2.88 6.45 0.05  N167 1.543, C171 1.550, H181 1.090, H182 1.090
171 C -4.29 6.36 -0.58  C170 1.550, O172 1.425, H183 1.090, H184 1.090
172 O -5.21 6.36 0.51  C171 1.425, C173 1.384
173 C -6.50 6.09 0.08  O172 1.384, H185 1.090, H186 1.090, H187 1.090
174 H -3.35 2.99 5.07  C163 1.090
175 H -2.99 4.59 5.89  C163 1.090
176 H -1.74 3.65 5.38  C163 1.090
177 H -1.91 3.22 2.72  C165 1.090
178 H -0.74 4.23 3.62  C165 1.090
179 H -0.84 4.86 1.04  C166 1.090
180 H -1.35 6.25 2.13  C166 1.090
181 H -2.12 6.21 -0.69  C170 1.090
182 H -2.73 7.44 0.48  C170 1.090
183 H -4.34 5.51 -1.26  C171 1.090
184 H -4.43 7.26 -1.19  C171 1.090
185 H -6.52 5.18 -0.52  C173 1.090
186 H -6.91 6.92 -0.49  C173 1.090
187 H -7.13 5.96 0.96  C173 1.090
188 C 8.91 2.37 -5.58  O189 1.373, H199 1.090, H200 1.090, H201 1.090
189 O 8.80 1.57 -4.47  C188 1.373, C190 1.465
190 C 8.02 0.35 -4.69  O189 1.465, C191 1.516, H202 1.090, H203 1.090
191 C 7.64 -0.23 -3.35  C190 1.516, N192 1.569, H204 1.090, H205 1.090
192 N 6.97 -1.63 -3.57  C191 1.569, H193 1.010, H194 1.010, C195 1.581
193 H 6.24 -1.65 -4.27  N192 1.010
194 H 7.67 -2.30 -3.85  N192 1.010
195 C 6.42 -2.29 -2.24  N192 1.581, C196 1.533, H206 1.090, H207 1.090
196 C 5.37 -1.46 -1.48  C195 1.533, O197 1.387, H208 1.090, H209 1.090
197 O 5.93 -0.29 -1.00  C196 1.387, C198 1.463
198 C 5.30 0.59 -0.01  O197 1.463, H210 1.090, H211 1.090, H212 1.090
199 H 7.96 2.53 -6.09  C188 1.090
200 H 9.48 1.83 -6.34  C188 1.090
201 H 9.37 3.33 -5.36  C188 1.090
202 H 8.59 -0.38 -5.26  C190 1.090
203 H 7.18 0.58 -5.35  C190 1.090
204 H 6.90 0.39 -2.84  C191 1.090
205 H 8.46 -0.30 -2.63  C191 1.090
206 H 7.29 -2.43 -1.59  C195 1.090
207 H 6.01 -3.25 -2.53  C195 1.090
208 H 5.04 -2.14 -0.70  C196 1.090
209 H 4.55 -1.28 -2.18  C196 1.090
210 H 4.70 1.35 -0.51  C198 1.090
211 H 6.06 1.22 0.45  C198 1.090
212 H 4.68 0.12 0.76  C198 1.090
213 C -0.36 9.12 1.01  O214 1.345, H224 1.090, H225 1.090, H226 1.090
214 O 0.01 8.11 1.82  C213 1.345, C215 1.434
215 C 1.05 8.49 2.74  O214 1.434, C216 1.506, H227 1.090, H228 1.090
216 C 1.37 7.32 3.62  C215 1.506, N217 1.532, H229 1.090, H230 1.090
217 N 2.25 7.64 4.83  C216 1.532, H218 1.010, H219 1.010, C220 1.590
218 H 3.23 7.57 4.59  N217 1.010
219 H 2.07 8.61 5.07  N217 1.010
220 C 1.95 6.80 6.14  N217 1.590, C221 1.546, H231 1.090, H232 1.090
221 C 2.60 5.40 5.98  C220 1.546, O222 1.443, H233 1.090, H234 1.090
222 O 2.02 4.62 4.91  C221 1.443, C223 1.422
223 C 2.63 3.33 4.85  O222 1.422, H235 1.090, H236 1.090, H237 1.090
224 H -0.80 9.95 1.56  C213 1.090
225 H -0.98 8.79 0.17  C213 1.090
226 H 0.58 9.49 0.60  C213 1.090
227 H 0.67 9.32 3.33  C215 1.090
228 H 1.92 8.80 2.17  C215 1.090
229 H 1.90 6.51 3.11  C216 1.090
230 H 0.44 6.86 3.96  C216 1.090
231 H 0.89 6.69 6.36  C220 1.090
232 H 2.38 7.32 6.99  C220 1.090
233 H 2.36 4.79 6.85  C221 1.090
234 H 3.68 5.54 6.01  C221 1.090
235 H 2.33 2.76 5.73  C223 1.090
236 H 3.72 3.44 4.87  C223 1.090
237 H 2.42 2.82 3.92  C223 1.090
238 C 0.69 -9.58 -3.69  O239 1.399, H249 1.090, H250 1.090, H251 1.090
239 O 1.06 -8.26 -3.98  C238 1.399, C240 1.452
240 C 2.16 -7.95 -4.88  O239 1.452, C241 1.547, H252 1.090, H253 1.090
241 C 2.59 -6.49 -5.13  C240 1.547, N242 1.611, H254 1.090, H255 1.090
242 N 2.75 -5.62 -3.78  C241 1.611, H243 1.010, H244 1.010, C245 1.529
243 H 2.73 -4.66 -4.10  N242 1.010
244 H 1.89 -5.80 -3.29  N242 1.010
245 C 3.93 -5.97 -2.87  N242 1.529, C246 1.544, H256 1.090, H257 1.090
246 C 3.56 -5.35 -1.51  C245 1.544, O247 1.403, H258 1.090, H259 1.090
247 O 2.33 -5.71 -0.94  C246 1.403, C248 1.385
248 C 2.14 -5.09 0.28  O247 1.385, H260 1.090, H261 1.090, H262 1.090
249 H 1.57 -10.12 -3.33  C238 1.090
250 H 0.19 -10.03 -4.54  C238 1.090
251 H -0.05 -9.68 -2.90  C238 1.090
252 H 1.86 -8.44 -5.80  C240 1.090
253 H 3.06 -8.50 -4.58  C240 1.090
254 H 1.77 -6.08 -5.72  C241 1.090
255 H 3.53 -6.45 -5.67  C241 1.090
256 H 4.79 -5.55 -3.39  C245 1.090
257 H 4.00 -7.06 -2.86  C245 1.090
258 H 3.71 -4.29 -1.69  C246 1.090
259 H 4.37 -5.64 -0.84  C246 1.090
260 H 1.99 -4.01 0.33  C248 1.090
261 H 2.98 -5.46 0.88  C248 1.090
262 H 1.21 -5.51 0.67  C248 1.090
263 C -2.72 2.70 -2.08  O264 1.411, O265 1.417, C266 1.535, H277 1.090
264 O -2.73 1.29 -2.00  C263 1.411, C270 1.371
265 O -2.79 3.07 -0.72  C263 1.417
266 C -1.72 3.40 -3.01  C263 1.535, F267 1.311, F268 1.354, F269 1.383
267 F -2.32 3.78 -4.12  C266 1.311
268 F -1.23 4.59 -2.58  C266 1.354
269 F -0.58 2.67 -3.29  C266 1.383
270 C -3.30 0.52 -2.97  O264 1.371, C271 1.543, H275 1.090, H276 1.090
271 C -3.05 -0.99 -2.73  C270 1.543, H272 1.090, H273 1.090, H274 1.090
272 H -2.37 -1.33 -3.51  C271 1.090
273 H -2.60 -1.25 -1.77  C271 1.090
274 H -3.90 -1.59 -3.03  C271 1.090
275 H -2.90 0.65 -3.98  C270 1.090
276 H -4.38 0.68 -2.93  C270 1.090
277 H -3.72 3.03 -2.35  C263 1.090
278 C 4.88 -0.71 5.29  O279 1.386, O280 1.434, C281 1.592, H292 1.090
279 O 5.17 -1.55 4.23  C278 1.386, C285 1.472
280 O 4.99 -1.33 6.58  C278 1.434
281 C 5.70 0.60 4.95  C278 1.592, F282 1.417, F283 1.292, F284 1.316
282 F 5.58 1.01 3.60  C281 1.417
283 F 5.20 1.55 5.67  C281 1.292
284 F 7.00 0.61 5.18  C281 1.316
285 C 4.11 -2.43 3.70  O279 1.472, C286 1.544, H290 1.090, H291 1.090
286 C 4.46 -2.81 2.25  C285 1.544, H287 1.090, H288 1.090, H289 1.090
287 H 5.50 -3.11 2.31  C286 1.090
288 H 3.80 -3.62 1.95  C286 1.090
289 H 4.40 -2.00 1.52  C286 1.090
290 H 3.09 -2.05 3.60  C285 1.090
291 H 3.96 -3.36 4.24  C285 1.090
292 H 3.84 -0.39 5.18  C278 1.090
293 C 3.89 -2.73 -5.67  O294 1.483, O295 1.429, C296 1.603, H307 1.090
294 O 2.59 -3.37 -6.01  C293 1.483, C300 1.399
295 O 4.73 -3.70 -5.04  C293 1.429
296 C 4.45 -1.92 -6.94  C293 1.603, F297 1.301, F298 1.354, F299 1.382
297 F 4.66 -2.66 -7.99  C296 1.301
298 F 3.55 -0.99 -7.35  C296 1.354
299 F 5.62 -1.24 -6.68  C296 1.382
300 C 1.47 -2.61 -6.33  O294 1.399, C301 1.492, H305 1.090, H306 1.090
301 C 0.25 -3.44 -6.12  C300 1.492, H302 1.090, H303 1.090, H304 1.090
302 H -0.56 -2.77 -6.41  C301 1.090
303 H 0.21 -4.27 -6.83  C301 1.090
304 H 0.27 -3.85 -5.11  C301 1.090
305 H 1.44 -2.20 -7.35  C300 1.090
306 H 1.39 -1.70 -5.74  C300 1.090
307 H 3.59 -2.12 -4.82  C293 1.090